[1]
An isolated molecule of C23H19N3O5. Source: the OMol25 dataset; level of theory: wB97M-V/def2-TZVPD.

## Properties
maximum force	5.19	eV Å⁻¹
SMILES	COc1cc2nc(-c3ccc4c(c3)N(C(C)=O)CCO4)cc(O)c2cc1-c1cnco1
E_HOMO	-8.21	eV
energy relative to the best compared isomer or geometry (same formula, charge and spin)	521.80	kJ/mol

Structure (ORCA input):
```
! wB97M-V def2-TZVPD RIJCOSX def2/J DEFGRID3
* xyz 0 1
C -3.283 1.222 3.703
O -3.808 1.863 2.489
C -3.080 1.807 1.287
C -2.006 0.984 1.118
C -1.158 1.057 0.032
N -0.045 0.289 -0.048
C 0.782 0.473 -1.067
C 2.010 -0.305 -1.180
C 3.266 0.186 -1.606
C 4.410 -0.643 -1.542
C 4.398 -1.904 -1.133
C 3.123 -2.389 -0.656
C 1.923 -1.671 -0.838
N 3.060 -3.804 -0.094
C 2.320 -4.106 1.054
C 1.926 -3.135 2.142
O 2.016 -5.280 1.272
C 3.814 -4.793 -0.782
C 4.974 -4.154 -1.687
O 5.441 -2.797 -1.318
C 0.538 1.371 -2.122
C -0.616 2.106 -2.113
O -0.882 3.073 -3.044
C -1.474 1.993 -0.994
C -2.693 2.685 -0.911
C -3.469 2.622 0.272
C -4.624 3.585 0.405
C -5.361 4.113 1.525
N -6.282 5.061 1.110
C -6.358 4.842 -0.169
O -5.351 4.005 -0.586
H -3.169 0.132 3.540
H -2.240 1.422 4.062
H -3.948 1.406 4.546
H -1.708 0.297 1.801
H 3.210 1.245 -1.949
H 5.332 -0.179 -1.873
H 0.911 -2.101 -0.678
H 2.416 -2.185 2.111
H 0.829 -2.991 2.160
H 2.214 -3.536 3.102
H 3.174 -5.459 -1.295
H 4.403 -5.440 -0.130
H 5.902 -4.731 -1.912
H 4.457 -4.108 -2.635
H 1.231 1.369 -2.927
H -1.434 3.684 -2.525
H -3.142 3.301 -1.705
H -4.896 3.988 2.550
H -7.053 5.529 -0.761
*
```

=====

[2]
A structure of composition C15H52O11. Source: the OMol25 dataset; level of theory: wB97M-V/def2-TZVPD.

## Properties
maximum force	13.18	eV Å⁻¹
E_HOMO	-6.30	eV
energy relative to the best compared isomer or geometry (same formula, charge and spin)	2240.03	kJ/mol

Structure (ORCA input):
```
! wB97M-V def2-TZVPD RIJCOSX def2/J DEFGRID3
* xyz 0 1
C -2.308 1.171 -4.243
C -1.762 1.182 -2.805
C -1.677 2.632 -2.308
O -2.655 0.574 -1.976
H -3.289 1.646 -4.271
H -2.464 0.160 -4.620
H -1.683 1.586 -5.033
H -0.782 0.707 -2.766
H -1.035 3.145 -3.025
H -1.155 2.707 -1.354
H -2.652 3.119 -2.300
H -3.257 1.233 -1.623
C 1.857 -0.806 2.525
C 1.193 -2.081 2.101
C 2.240 -3.109 1.626
O 0.434 -2.605 3.186
H 2.469 -0.874 3.424
H 1.087 -0.060 2.723
H 2.520 -0.318 1.811
H 0.515 -1.861 1.276
H 2.759 -2.758 0.734
H 1.708 -4.018 1.344
H 2.990 -3.326 2.386
H -0.190 -1.905 3.393
C 1.408 -2.238 -1.122
O 0.163 -2.976 -1.096
H 2.273 -2.890 -1.250
H 1.485 -1.354 -1.755
H 1.527 -1.848 -0.112
H 0.297 -3.744 -0.536
C -0.913 -1.422 -2.848
O -1.296 -1.815 -1.528
H -1.702 -0.834 -3.316
H 0.006 -0.875 -2.637
H -0.648 -2.307 -3.426
H -0.513 -2.214 -1.141
C 0.149 -0.165 0.324
O -0.726 0.047 -0.807
H 1.207 -0.044 0.090
H 0.015 0.600 1.089
H 0.051 -1.180 0.711
H -0.280 0.692 -1.361
C -0.576 3.298 0.404
O -1.463 3.683 1.432
H -0.653 3.911 -0.494
H 0.368 3.325 0.948
H -0.677 2.262 0.079
H -2.358 3.575 1.102
C -2.093 1.198 1.857
O -2.627 1.280 0.552
H -2.848 1.442 2.605
H -1.827 0.168 2.096
H -1.347 1.960 2.079
H -2.928 2.180 0.407
C 3.698 -0.213 0.041
O 3.817 -1.600 -0.326
H 4.523 0.413 -0.299
H 2.846 0.091 -0.567
H 3.599 -0.043 1.113
H 4.675 -1.792 0.057
C 0.072 1.937 3.158
O 0.725 1.177 4.136
H 0.655 2.823 2.907
H -0.001 1.345 2.245
H -0.922 2.234 3.492
H 0.276 0.329 4.133
C 1.418 1.158 -1.985
O 0.380 1.781 -1.260
H 1.709 1.710 -2.879
H 2.289 0.969 -1.359
H 1.068 0.221 -2.419
H 0.439 2.731 -1.382
C -1.564 -2.805 1.259
O -1.903 -1.431 1.344
H -0.515 -3.099 1.298
H -1.907 -3.364 2.130
H -2.012 -3.223 0.358
H -1.704 -1.205 2.256
*
```

=====

[3]
A structure of composition C6H6IrLiO2. Source: the OMol25 dataset; level of theory: wB97M-V/def2-TZVPD.

## Properties
maximum force	5.25	eV Å⁻¹
E_HOMO (alpha / beta)	-26.81 / -28.52	eV
expectation value of S²	6.024

Structure (ORCA input):
```
! wB97M-V def2-TZVPD RIJCOSX def2/J DEFGRID3
* xyz 4 5
C -2.039 -1.920 -0.113
C -0.806 -1.722 -0.658
C 0.510 -2.208 -0.207
H -2.909 -1.557 -0.672
H -2.205 -2.651 0.686
H -0.712 -1.006 -1.480
H 1.130 -2.578 -1.038
C 0.519 -3.178 0.806
O 0.549 -3.929 1.648
O -0.015 0.283 1.826
C 1.069 0.194 1.176
C 1.754 -0.645 0.431
Ir -1.743 0.112 1.008
Li 0.301 0.582 3.849
H 2.387 0.545 0.968
H 2.670 -1.157 0.720
*
```